# 1
13 unconnected molecules or ions with the total composition C28H49N16 at a distorted geometry. Source: OMol25; level of theory: ωB97M-V/def2-TZVPD.

The total charge is +1. Its highest occupied orbital energy is -12.6 eV. The total energy is -53661.1755 eV. For the HOMO-LUMO gap, the calculation gives 0.3348 Eh.

Positions of all 93 atoms, in Å:
C (0.068, 1.339, 0.458)
N (-0.841, 2.429, 0.906)
C (-1.768, 2.846, -0.177)
N (-3.204, 2.819, 0.201)
C (-3.880, 1.698, 0.223)
N (-3.374, 0.395, -0.086)
N (-5.276, 1.794, 0.641)
C (-6.143, 1.837, -0.607)
H (0.663, 1.663, -0.456)
H (0.778, 1.058, 1.296)
H (-0.537, 0.436, 0.099)
H (-1.437, 2.124, 1.681)
H (-1.530, 3.931, -0.419)
H (-1.558, 2.277, -1.141)
H (-3.647, 3.720, 0.452)
H (-2.618, 0.410, -0.774)
H (-3.149, -0.156, 0.745)
H (-5.468, 0.856, 1.030)
H (-6.504, 2.892, -0.792)
H (-5.539, 1.520, -1.510)
H (-7.038, 1.158, -0.501)
C (4.406, 1.335, 1.389)
C (3.774, 0.817, 0.143)
N (3.281, 0.412, -0.829)
H (3.711, 1.242, 2.224)
H (5.304, 0.766, 1.610)
H (4.672, 2.385, 1.262)
C (6.251, -1.241, 4.891)
C (6.317, -0.010, 4.052)
N (6.369, 0.948, 3.396)
H (6.406, -2.122, 4.269)
H (7.022, -1.207, 5.659)
H (5.274, -1.310, 5.369)
C (8.827, 3.735, 3.493)
C (9.276, 4.858, 4.365)
N (9.625, 5.732, 5.044)
H (9.690, 3.261, 3.026)
H (8.292, 2.994, 4.088)
H (8.163, 4.112, 2.715)
C (2.580, -3.697, -0.625)
C (3.025, -3.431, 0.777)
N (3.370, -3.228, 1.868)
H (1.651, -4.258, -0.617)
H (2.421, -2.752, -1.149)
H (3.339, -4.273, -1.152)
C (-0.742, 7.393, -0.008)
C (-1.996, 6.659, 0.322)
N (-2.976, 6.089, 0.579)
H (-0.942, 8.462, -0.065)
H (0.007, 7.213, 0.764)
H (-0.354, 7.051, -0.967)
C (-0.517, -3.787, -3.579)
C (0.425, -4.708, -2.883)
N (1.160, -5.428, -2.340)
H (-1.351, -4.354, -3.994)
H (-0.905, -3.051, -2.874)
H (-0.001, -3.269, -4.387)
C (-2.064, -7.211, -1.295)
C (-2.793, -6.283, -2.206)
N (-3.362, -5.559, -2.919)
H (-1.114, -7.500, -1.745)
H (-1.872, -6.718, -0.342)
H (-2.664, -8.105, -1.121)
C (-5.965, -6.927, -4.359)
C (-6.515, -8.297, -4.569)
N (-6.943, -9.364, -4.733)
H (-5.072, -6.977, -3.739)
H (-5.706, -6.480, -5.319)
H (-6.708, -6.301, -3.863)
C (-1.496, 11.706, -1.368)
C (-0.369, 10.937, -0.766)
N (0.510, 10.340, -0.297)
H (-2.428, 11.154, -1.246)
H (-1.587, 12.674, -0.874)
H (-1.310, 11.864, -2.430)
C (-3.885, -4.677, -7.940)
C (-3.438, -4.404, -6.543)
N (-3.091, -4.192, -5.455)
H (-4.815, -5.245, -7.927)
H (-4.048, -3.736, -8.466)
H (-3.123, -5.252, -8.466)
C (-6.975, 0.599, 4.204)
C (-7.059, -0.366, 3.070)
N (-7.122, -1.115, 2.182)
H (-7.625, 1.453, 4.012)
H (-7.290, 0.112, 5.127)
H (-5.949, 0.949, 4.317)
C (10.238, -2.727, 4.328)
C (9.174, -3.116, 5.298)
N (8.346, -3.418, 6.055)
H (10.948, -3.546, 4.211)
H (9.790, -2.502, 3.360)
H (10.766, -1.846, 4.692)

For reference, the Mulliken charges in units of e are:
1 C -0.4842
2 N -0.2738
3 C -0.6710
4 N -0.0252
5 C 0.2698
6 N -0.4137
7 N -0.2499
8 C -0.6624
9 H 0.2988
10 H 0.2075
11 H 0.0815
12 H 0.2883
13 H 0.1343
14 H 0.4069
15 H 0.3293
16 H 0.2880
17 H 0.2918
18 H 0.2130
19 H 0.2747
20 H 0.2723
21 H 0.3432
22 C -0.7132
23 C 0.3850
24 N -0.5090
25 H 0.2808
26 H 0.2484
27 H 0.3437
28 C -0.8670
29 C 0.4565
30 N -0.5066
31 H 0.2713
32 H 0.2900
33 H 0.3383
34 C -0.5494
35 C 0.2587
36 N -0.3521
37 H 0.2637
38 H 0.1293
39 H 0.2333
40 C -0.6382
41 C 0.2882
42 N -0.4235
43 H 0.1565
44 H 0.2948
45 H 0.2981
46 C -0.6119
47 C 0.4150
48 N -0.4884
49 H 0.0044
50 H 0.3144
51 H 0.3046
52 C -0.3982
53 C 0.4746
54 N -0.5917
55 H 0.0395
56 H 0.2017
57 H 0.3486
58 C -0.8313
59 C 0.4750
60 N -0.4742
61 H 0.2707
62 H 0.2703
63 H 0.3298
64 C -0.0978
65 C 0.2440
66 N -0.3752
67 H -0.0790
68 H -0.0025
69 H 0.2776
70 C -0.7357
71 C 0.4204
72 N -0.4367
73 H 0.2793
74 H 0.2691
75 H 0.2711
76 C -0.7954
77 C 0.2721
78 N -0.3525
79 H 0.2761
80 H 0.2790
81 H 0.2632
82 C -0.7596
83 C 0.3675
84 N -0.4178
85 H 0.2696
86 H 0.3286
87 H 0.2563
88 C -0.7748
89 C 0.3890
90 N -0.4201
91 H 0.3031
92 H 0.2639
93 H 0.2671

***

# 2
A molecular structure, C52H46ClKN7O. Source: OMol25; level of theory: ωB97M-V/def2-TZVPD.

The total charge is -1. Its highest occupied orbital energy is -3.6 eV. The total energy is -96002.2349 eV. For the HOMO-LUMO gap, the calculation gives 0.2117 Eh.

Positions of all 108 atoms, in Å:
K (0.913, -0.800, 0.181)
C (1.387, -5.553, 0.009)
C (0.947, -4.212, 0.066)
N (1.188, -3.341, -0.878)
C (1.903, -3.710, -1.969)
C (2.399, -5.024, -2.112)
C (2.107, -5.946, -1.080)
C (3.173, -5.377, -3.247)
C (3.436, -4.412, -4.177)
C (2.942, -3.101, -4.060)
C (2.155, -2.693, -2.984)
N (1.699, -1.441, -2.727)
C (1.437, -0.556, -3.707)
C (1.121, -0.829, -5.045)
C (0.697, 0.165, -5.937)
C (0.581, 1.479, -5.573)
C (0.886, 1.830, -4.233)
C (0.741, 3.154, -3.759)
C (0.992, 3.443, -2.451)
C (1.398, 2.389, -1.605)
N (1.550, 1.156, -2.010)
C (1.312, 0.849, -3.310)
H (1.158, -6.230, 0.822)
H (0.390, -3.856, 0.929)
H (2.475, -6.963, -1.168)
H (3.552, -6.387, -3.345)
H (4.050, -4.650, -5.040)
H (3.214, -2.379, -4.818)
H (1.147, -1.851, -5.395)
H (0.449, -0.134, -6.951)
H (0.257, 2.243, -6.269)
H (0.415, 3.923, -4.452)
H (0.880, 4.443, -2.053)
H (1.566, 2.579, -0.549)
Cl (-1.006, -4.200, 7.287)
C (-0.754, -3.315, 5.794)
C (-1.846, -3.010, 4.975)
C (-1.663, -2.323, 3.805)
C (-0.371, -1.871, 3.365)
O (-0.214, -1.247, 2.285)
C (0.729, -2.198, 4.246)
C (2.102, -1.819, 3.973)
N (2.506, -1.024, 3.056)
C (3.873, -0.721, 3.007)
C (4.646, -0.451, 4.110)
C (6.002, -0.073, 3.978)
C (6.576, 0.061, 2.749)
C (5.805, -0.179, 1.582)
C (6.319, -0.012, 0.271)
C (5.507, -0.227, -0.802)
C (4.173, -0.642, -0.566)
N (3.679, -0.830, 0.627)
C (4.462, -0.581, 1.705)
C (0.509, -2.924, 5.424)
H (-2.837, -3.333, 5.274)
H (-2.502, -2.103, 3.155)
H (2.833, -2.290, 4.648)
H (4.200, -0.496, 5.096)
H (6.582, 0.127, 4.871)
H (7.610, 0.367, 2.641)
H (7.351, 0.299, 0.145)
H (5.850, -0.093, -1.819)
H (3.498, -0.818, -1.401)
H (1.353, -3.172, 6.058)
C (-3.878, 2.312, -5.048)
C (-3.828, 2.775, -3.593)
C (-3.178, 4.165, -3.550)
C (-5.260, 2.858, -3.054)
C (-3.003, 1.835, -2.722)
C (-2.343, 0.723, -3.225)
C (-1.528, -0.026, -2.385)
N (-1.323, 0.274, -1.110)
C (-1.992, 1.311, -0.606)
C (-2.840, 2.103, -1.362)
C (-1.732, 1.576, 0.840)
C (-2.777, 1.739, 1.734)
C (-2.510, 1.874, 3.096)
C (-1.175, 1.883, 3.468)
C (-0.194, 1.727, 2.497)
N (-0.449, 1.568, 1.207)
C (-3.659, 1.948, 4.097)
C (-3.158, 2.074, 5.535)
C (-4.545, 3.156, 3.776)
C (-4.480, 0.656, 3.986)
H (-4.468, 3.018, -5.635)
H (-4.342, 1.328, -5.142)
H (-2.880, 2.259, -5.489)
H (-3.724, 4.856, -4.197)
H (-2.142, 4.115, -3.891)
H (-3.176, 4.576, -2.540)
H (-5.849, 3.555, -3.655)
H (-5.282, 3.206, -2.020)
H (-5.744, 1.881, -3.090)
H (-2.409, 0.441, -4.266)
H (-0.981, -0.883, -2.761)
H (-3.322, 2.952, -0.894)
H (-3.793, 1.700, 1.361)
H (-0.873, 1.974, 4.500)
H (0.850, 1.686, 2.786)
H (-2.573, 2.984, 5.681)
H (-2.543, 1.219, 5.822)
H (-4.012, 2.112, 6.215)
H (-3.980, 4.086, 3.865)
H (-5.387, 3.199, 4.471)
H (-4.948, 3.102, 2.764)
H (-3.850, -0.214, 4.180)
H (-4.917, 0.540, 2.994)
H (-5.293, 0.664, 4.716)

Results of the Mulliken charge analysis, in e, for atoms 1 through 99:
1 K 1.4010
2 C -0.9932
3 C -0.2145
4 N 0.1063
5 C -0.0328
6 C 0.9658
7 C -0.6352
8 C -0.9942
9 C -0.7408
10 C -0.8346
11 C -0.1864
12 N 0.7363
13 C -0.1612
14 C -0.7833
15 C -0.9994
16 C -1.0798
17 C 0.9047
18 C -0.6753
19 C -1.1585
20 C -0.1051
21 N 0.2797
22 C 0.4583
23 H 0.4024
24 H 0.4889
25 H 0.3887
26 H 0.3501
27 H 0.3543
28 H 0.5991
29 H 0.5894
30 H 0.3374
31 H 0.4104
32 H 0.4958
33 H 0.4043
34 H 0.4063
35 Cl -0.2966
36 C 0.0274
37 C -0.5818
38 C -0.5714
39 C -0.3445
40 O -0.1197
41 C 0.8036
42 C -0.6626
43 N 0.3726
44 C -0.1763
45 C -0.3650
46 C -0.6835
47 C -0.9401
48 C 1.0720
49 C -0.7909
50 C -1.0478
51 C -0.1115
52 N -0.0371
53 C -0.1062
54 C -0.9771
55 H 0.4098
56 H 0.4929
57 H 0.4135
58 H 0.5651
59 H 0.3773
60 H 0.3617
61 H 0.3675
62 H 0.4551
63 H 0.5611
64 H 0.3818
65 C -2.1009
66 C 2.0738
67 C -1.3721
68 C -1.7141
69 C 0.8540
70 C -0.3622
71 C -1.4343
72 N -0.0744
73 C -0.1882
74 C -0.7101
75 C -0.2953
76 C -0.9584
77 C 0.5043
78 C -0.1406
79 C -1.0223
80 N -0.0282
81 C 2.2130
82 C -2.1852
83 C -1.7177
84 C -1.4265
85 H 0.4476
86 H 0.4041
87 H 0.3282
88 H 0.4574
89 H 0.1354
90 H 0.3067
91 H 0.4545
92 H 0.2868
93 H 0.3886
94 H 0.4775
95 H 0.7113
96 H 0.6584
97 H 0.6587
98 H 0.4610
99 H 0.2537

***

# 3
A molecular structure, C12H30F10Li3N5O28P2S10 at a distorted geometry. Source: OMol25; level of theory: ωB97M-V/def2-TZVPD.

The total charge is -2. Its highest occupied orbital energy is -5.5 eV. The total energy is -232433.7288 eV. For the HOMO-LUMO gap, the calculation gives 0.2735 Eh.

Positions of all 100 atoms, in Å:
Li (-1.058, 0.213, -2.135)
Li (-4.980, 0.340, 1.800)
Li (-1.407, 2.000, -0.291)
N (-6.278, -0.536, 3.178)
S (-5.304, -1.753, 3.757)
O (-5.088, -2.863, 2.792)
O (-5.014, -1.936, 5.142)
F (-4.001, -0.946, 3.337)
S (-7.516, -1.555, 2.930)
O (-7.977, -2.406, 3.999)
O (-7.338, -2.108, 1.594)
F (-8.672, -0.468, 2.730)
N (-8.032, -0.180, -2.420)
S (-6.790, -0.679, -1.330)
O (-6.499, -2.111, -1.462)
O (-6.549, 0.073, -0.105)
F (-5.608, -0.032, -2.237)
S (-9.159, -0.434, -1.343)
O (-9.553, 0.541, -0.296)
O (-9.393, -1.810, -1.111)
F (-10.411, -0.042, -2.334)
N (-1.454, 2.152, -2.171)
S (-2.871, 2.854, -2.759)
O (-3.395, 2.225, -3.958)
O (-3.191, 4.220, -2.440)
F (-3.779, 2.020, -1.717)
S (-0.613, 3.072, -3.094)
O (-0.461, 4.392, -2.467)
O (-0.716, 3.003, -4.508)
F (0.824, 2.401, -2.888)
N (5.019, -2.130, 2.392)
S (3.777, -1.258, 2.462)
O (3.645, -0.340, 1.305)
O (3.247, -0.962, 3.761)
F (2.745, -2.473, 2.004)
S (6.144, -0.883, 2.637)
O (5.806, 0.269, 3.449)
O (7.222, -0.796, 1.682)
F (6.882, -1.831, 3.812)
N (-1.242, -0.270, -0.255)
S (-2.484, -1.067, 0.053)
O (-3.475, -0.487, 0.903)
O (-2.434, -2.509, -0.107)
F (-2.948, -0.551, -1.460)
S (-0.343, -1.129, 0.986)
O (0.203, -2.363, 0.585)
O (-0.831, -0.957, 2.339)
F (0.973, -0.176, 0.937)
C (3.229, 6.265, -0.689)
C (3.244, 5.365, 0.495)
O (2.366, 4.283, 0.196)
P (0.934, 4.112, 1.046)
O (-0.074, 3.159, 0.478)
O (0.468, 5.664, 1.481)
C (-0.735, 6.198, 1.030)
C (-1.304, 7.131, 2.176)
O (1.547, 3.741, 2.505)
C (1.815, 2.341, 2.774)
C (2.150, 2.109, 4.211)
H (2.703, 5.727, -1.477)
H (2.596, 7.118, -0.445)
H (4.231, 6.589, -0.971)
H (4.242, 5.000, 0.737)
H (2.948, 5.742, 1.474)
H (-0.616, 6.894, 0.200)
H (-1.506, 5.470, 0.778)
H (-2.020, 7.938, 2.018)
H (-1.628, 6.395, 2.913)
H (-0.507, 7.791, 2.517)
H (0.906, 1.782, 2.553)
H (2.666, 2.016, 2.176)
H (1.220, 1.891, 4.735)
H (2.703, 1.178, 4.338)
H (2.791, 2.920, 4.557)
C (3.734, -0.452, -2.736)
C (3.282, -1.612, -1.854)
O (3.601, -2.833, -2.509)
P (3.769, -4.212, -1.642)
O (4.184, -3.924, -0.278)
O (2.531, -5.197, -2.003)
C (1.369, -5.133, -1.253)
C (0.882, -6.634, -1.221)
O (4.978, -4.893, -2.507)
C (4.631, -6.161, -3.068)
C (5.623, -6.628, -4.138)
H (3.201, 0.454, -2.449)
H (4.813, -0.382, -2.597)
H (3.389, -0.591, -3.761)
H (3.628, -1.506, -0.826)
H (2.194, -1.585, -1.902)
H (1.399, -4.611, -0.297)
H (0.609, -4.534, -1.756)
H (-0.156, -6.741, -0.906)
H (0.958, -7.000, -2.245)
H (1.688, -7.027, -0.602)
H (4.503, -6.798, -2.193)
H (3.695, -6.304, -3.608)
H (6.104, -7.514, -3.723)
H (5.053, -6.877, -5.033)
H (6.350, -5.853, -4.381)

Results of the Mulliken charge analysis, in e, for atoms 1 through 99:
1 Li 0.8090
2 Li 0.9106
3 Li 1.0452
4 N -0.5195
5 S 1.0951
6 O -0.5184
7 O -0.6141
8 F -0.2532
9 S 1.1233
10 O -0.5911
11 O -0.4804
12 F -0.2677
13 N -0.4356
14 S 1.1689
15 O -0.5612
16 O -0.4768
17 F -0.2962
18 S 1.1320
19 O -0.6038
20 O -0.5643
21 F -0.3664
22 N -0.0084
23 S 0.8917
24 O -0.5686
25 O -0.5237
26 F -0.2087
27 S 0.8420
28 O -0.5832
29 O -0.5699
30 F -0.2471
31 N -0.3749
32 S 1.3666
33 O -0.4786
34 O -0.6406
35 F -0.3984
36 S 1.0026
37 O -0.5461
38 O -0.6052
39 F -0.3723
40 N 0.2104
41 S 0.6574
42 O -0.1669
43 O -0.5863
44 F -0.3912
45 S 0.6056
46 O -0.3003
47 O -0.5458
48 F -0.1249
49 C -1.0762
50 C -0.2404
51 O -0.2052
52 P -0.2383
53 O 0.2851
54 O -0.3230
55 C 0.0257
56 C -1.3295
57 O -0.3073
58 C 0.4614
59 C -1.1953
60 H 0.2330
61 H 0.2658
62 H 0.3427
63 H 0.4146
64 H 0.3293
65 H 0.3097
66 H 0.1701
67 H 0.3904
68 H 0.2973
69 H 0.3113
70 H -0.1166
71 H 0.2538
72 H 0.3109
73 H 0.2277
74 H 0.3566
75 C -1.3089
76 C 0.7111
77 O -0.3917
78 P 0.7987
79 O -0.5915
80 O -0.1602
81 C -0.1485
82 C -1.2511
83 O -0.3986
84 C -0.0213
85 C -1.1878
86 H 0.2497
87 H 0.3892
88 H 0.3423
89 H -0.0472
90 H -0.0498
91 H 0.3947
92 H 0.2343
93 H 0.3837
94 H 0.2773
95 H 0.3151
96 H 0.3671
97 H 0.1536
98 H 0.2803
99 H 0.3278

***

Question: The lowest total charge belongs to which entry?
Answer: C12H30F10Li3N5O28P2S10

***

Question: Number 3 is which compound?
Answer: C12H30F10Li3N5O28P2S10

***

Question: The highest total charge belongs to which entry?
Answer: C28H49N16